No. 1
Density functional theory data (wB97M-V/def2-TZVPD) for C22H42Cl3N4O4SiSn as an isolated structure at a distorted geometry.

Summary:
- HOMO-LUMO gap (alpha / beta) (eV) = 3.327 / 3.326
- ΔE to the lowest compared entry with this formula, charge and spin (kJ/mol) = 451.3
- charge = -1

```
77
Properties=species:S:1:pos:R:3:forces:R:3
C 1.676 -1.454 -4.989 0.41 0.00 -0.02
C 1.039 -0.143 -4.594 -0.30 1.38 0.36
H 2.063 -1.393 -6.011 0.00 -0.12 0.18
H 0.960 -2.289 -4.905 0.15 0.33 -0.10
H 2.502 -1.654 -4.295 -0.07 -0.19 -0.23
C 0.565 0.791 -5.536 0.99 1.10 -0.41
C 0.188 0.356 -6.887 -0.04 -0.17 -0.28
H 0.289 1.791 -5.211 0.01 -0.24 0.02
H -0.380 -0.585 -6.835 -0.24 -0.15 -0.50
H 1.051 0.180 -7.541 -0.03 -0.13 -0.47
H -0.439 1.124 -7.352 -0.02 -0.15 -0.19
Sn -0.109 -1.356 0.788 0.48 0.80 -0.15
Cl 2.286 -1.305 0.541 3.17 0.34 -0.09
Cl -1.750 -2.939 1.589 -2.77 -2.63 1.41
C 0.943 1.736 0.791 -1.88 -1.61 -0.43
O 0.036 0.879 0.544 1.78 3.16 -0.03
N 0.601 2.969 1.156 0.09 0.17 0.04
C -0.815 3.332 1.207 0.13 0.14 0.04
C 1.595 3.995 1.472 -0.39 -0.34 -0.23
H 2.011 1.474 0.734 -0.30 0.07 0.02
H -1.396 2.592 1.764 0.19 -0.03 -0.13
H -1.252 3.463 0.210 0.24 -0.15 0.11
H -0.872 4.286 1.726 -0.10 0.09 0.04
H 2.566 3.499 1.572 -0.15 0.29 0.02
H 1.291 4.465 2.416 0.33 -0.01 -0.14
H 1.633 4.748 0.669 0.06 -0.20 0.27
H -1.995 -1.698 -3.422 -0.27 0.19 0.25
H -2.703 1.212 -4.103 -0.18 -0.05 0.23
C -2.912 -1.381 -2.901 0.24 -0.11 -0.14
C -3.330 1.031 -3.212 0.50 0.11 -0.19
N -2.747 -0.021 -2.383 -0.52 0.00 -0.01
H -3.134 -2.089 -2.093 0.09 0.27 -0.10
C -2.249 0.234 -1.165 -0.46 -1.00 0.84
O -2.051 -0.656 -0.294 -1.62 2.10 -1.63
H -3.414 1.960 -2.631 0.02 -0.23 -0.20
H -2.062 1.306 -0.948 -0.13 -0.45 -0.09
H -3.729 -1.366 -3.633 0.09 -0.05 0.28
H -4.330 0.722 -3.562 0.32 0.12 0.31
O 0.096 -0.378 -3.535 -0.26 -0.33 2.54
C 1.275 0.354 -3.119 -0.66 -0.84 -0.95
C -0.171 2.430 -2.769 0.33 -0.03 0.30
C 1.071 1.750 -2.720 0.12 1.00 0.22
H -1.066 1.871 -3.026 0.45 0.10 -0.13
C -0.268 3.789 -2.459 0.18 0.07 0.02
H 2.017 -0.194 -2.507 -0.50 0.11 -0.19
C 2.190 2.510 -2.297 0.17 -0.26 -0.18
H -1.246 4.297 -2.464 0.47 -0.34 -0.13
C 0.877 4.538 -2.148 0.26 -0.13 0.13
C 2.117 3.881 -2.054 -0.33 0.15 0.04
H 3.155 1.993 -2.190 -0.43 0.24 -0.11
H 0.814 5.620 -1.979 -0.03 -0.43 -0.03
H 3.025 4.449 -1.781 -0.56 -0.39 -0.20
Si 0.321 -4.387 -0.740 -0.29 1.80 0.57
Cl -0.053 -2.145 -1.499 0.73 -4.49 -3.13
C -1.297 -5.331 -0.782 -0.16 -0.16 -0.14
C 1.114 -4.302 0.978 0.10 0.14 0.06
C 1.573 -5.097 -1.900 0.04 -0.31 -0.38
H -2.063 -4.809 -1.371 0.22 -0.09 0.15
H -1.707 -5.501 0.225 0.22 0.27 -0.28
H -1.120 -6.315 -1.247 -0.01 0.25 0.03
H 1.121 -5.404 -2.856 0.21 0.16 0.25
H 1.993 -5.999 -1.412 -0.14 0.36 -0.20
H 2.385 -4.386 -2.088 -0.12 -0.12 0.02
H 0.835 -3.448 1.626 0.18 -0.78 -0.49
H 2.204 -4.267 0.865 -0.15 -0.05 -0.01
H 0.831 -5.207 1.533 -0.02 -0.01 -0.16
C 0.368 -1.477 5.207 0.11 0.11 0.02
N -0.811 -0.728 4.784 -0.77 0.17 0.88
C -0.943 -0.512 3.473 2.33 -0.49 -2.09
N -2.057 -0.016 2.876 0.30 0.28 0.02
O 0.108 -0.790 2.776 -1.83 1.72 4.05
H 1.266 -0.977 4.831 -0.18 -0.12 0.18
H 0.352 -2.486 4.784 -0.01 0.14 0.12
H 0.388 -1.522 6.295 -0.05 0.01 -0.01
H -1.589 -0.588 5.424 0.31 -0.28 -0.36
H -2.235 -0.244 1.885 0.33 0.12 0.60
H -2.856 0.227 3.421 -0.37 -0.20 0.31
```
Forces are in eV/Å.

***

No. 2
Density functional theory data (wB97M-V/def2-TZVPD) for a 2-piece molecular cluster, C4H8N3OPS overall at a distorted geometry.

Summary:
- HOMO-LUMO gap (alpha / beta) (eV) = 7.016 / 8.236
- ΔE to the lowest compared entry with this formula, charge and spin (kJ/mol) = 0.0
- 2S+1 = 3

```
18
Properties=species:S:1:pos:R:3:forces:R:3
C 0.761 2.457 1.522 -0.88 -1.64 -0.76
C 0.859 0.582 0.347 -2.21 2.29 -1.18
C -0.472 1.023 0.129 -0.04 -1.08 0.73
C 1.613 -0.435 -0.442 1.04 1.32 0.48
N 1.511 1.500 1.081 1.21 0.23 0.61
N -1.547 -0.324 -2.070 -0.31 -0.12 -3.06
N -0.588 -2.569 1.148 0.91 0.45 1.67
O -3.098 -0.145 -0.192 -0.14 0.75 0.80
P -1.643 -0.147 -0.478 -1.03 -1.26 0.88
S -0.926 2.379 1.134 1.49 -0.70 -0.84
H 1.186 3.187 2.096 0.67 1.96 1.52
H 2.085 0.113 -1.304 -0.66 -0.84 0.45
H 2.457 -0.724 0.193 -0.14 -0.38 -0.19
H 0.983 -1.264 -0.698 -0.03 -0.37 -0.57
H -0.723 -0.424 -2.646 -0.13 0.05 0.22
H -2.451 -0.518 -2.540 1.09 0.18 0.53
H 0.294 -2.513 0.603 -0.38 -0.11 0.44
H -0.300 -2.180 2.117 -0.46 -0.73 -1.73
```
Forces are in eV/Å.

***

Q: Number 2 is which compound?
A: C4H8N3OPS

***

Q: ΔE to the lowest compared entry with this formula, charge and spin of number 1 (C22H42Cl3N4O4SiSn)?
A: 451.3 kJ/mol

***

Q: Which of these has the highest ΔE to the lowest compared entry with this formula, charge and spin?
A: C22H42Cl3N4O4SiSn